No. 1
{
  "formula": "C22H26F2I2N4OSi",
  "method": "the ωB97M-V functional and the def2-TZVPD basis",
  "elements": ["C", "C", "C", "N", "C", "C", "N", "C", "F", "F", "C", "C", "Si", "C", "C", "C", "C", "C", "C", "C", "C", "C", "C", "N", "O", "C", "N", "C", "I", "C", "C", "I", "H", "H", "H", "H", "H", "H", "H", "H", "H", "H", "H", "H", "H", "H", "H", "H", "H", "H", "H", "H", "H", "H", "H", "H", "H", "H"],
  "xyz": [[2.8442, -2.9091, 0.0496], [1.4339, -3.4272, 0.1458], [1.2467, -4.9077, 0.0803], [0.4201, -2.6602, 0.3495], [-0.0982, -1.7278, -0.6042], [0.5111, -1.9882, -1.9375], [1.0419, -2.3250, -2.8963], [0.3007, -0.2042, -0.2699], [1.1922, -0.2425, 0.7569], [1.0479, 0.2529, -1.3289], [-0.7711, 0.8317, 0.0525], [-0.9771, 1.8958, -1.0579], [0.0169, 3.4833, -0.7661], [0.3294, 4.3783, -2.3881], [-1.1004, 4.5849, 0.2941], [1.5887, 3.1106, 0.1853], [2.7827, 2.7879, -0.4593], [3.9081, 2.4760, 0.2834], [3.8853, 2.4779, 1.6646], [2.7170, 2.8307, 2.3229], [1.5912, 3.1400, 1.5800], [-1.6488, -2.0836, -0.7115], [-1.6574, -3.2698, -1.6189], [-1.6178, -4.2217, -2.2562], [-2.4156, -1.0228, -1.3360], [-2.6416, -1.0898, -2.6100], [-2.7441, -1.0364, -3.7545], [-2.4210, -2.6004, 0.5514], [-4.3395, -3.3308, -0.2467], [-2.7846, -1.6090, 1.6612], [-3.8856, -2.1597, 2.6023], [-1.1107, -1.2294, 2.9815], [3.0576, -2.4758, 1.0278], [3.5438, -3.7268, -0.0941], [2.9561, -2.1737, -0.7458], [0.6318, -5.2553, 0.9117], [2.1853, -5.4545, 0.1208], [0.7373, -5.1519, -0.8541], [-0.4328, 1.3568, 0.9450], [-1.7403, 0.4271, 0.2950], [-0.8448, 1.4829, -2.0570], [-2.0259, 2.2004, -1.0020], [0.4610, 3.6774, -3.2132], [1.1964, 5.0356, -2.3304], [-0.5349, 4.9915, -2.6435], [-1.7452, 5.1910, -0.3387], [-1.7459, 3.9400, 0.8951], [-0.5252, 5.2159, 0.9691], [2.8336, 2.7775, -1.5402], [4.8207, 2.2113, -0.2359], [4.7562, 2.2134, 2.2475], [2.6450, 2.8571, 3.4012], [0.6656, 3.4076, 2.0769], [-1.9531, -3.4790, 0.9722], [-3.1781, -0.6809, 1.2612], [-3.7264, -1.7212, 3.5844], [-3.8089, -3.2351, 2.7376], [-4.8732, -1.8357, 2.2901]],
  "forces_ev_per_angstrom": [[-0.20, -0.45, -0.36], [0.47, 0.55, 0.47], [0.23, -0.30, 1.02], [-0.97, -1.70, -1.66], [0.81, 1.35, 1.03], [0.00, -0.19, 0.12], [0.02, 0.15, -0.09], [-0.13, 0.41, 0.16], [-0.03, -0.27, 0.00], [-0.09, -0.07, -0.01], [-0.06, 0.90, -0.29], [-0.17, -0.12, 0.10], [-0.34, 0.38, -0.14], [0.01, -0.25, 0.01], [0.26, -0.58, 0.04], [0.05, 0.12, -0.21], [-0.17, 0.05, 0.23], [0.46, -0.20, -0.40], [-0.20, 0.09, 0.41], [-0.22, -0.03, -0.05], [-0.35, 0.04, -0.17], [-0.11, -1.23, -0.59], [0.12, -0.06, 0.27], [0.07, -0.05, -0.05], [-0.05, 0.08, 0.33], [0.54, 0.32, -0.08], [-0.31, -0.10, -0.04], [-0.67, 1.03, -0.01], [0.05, 0.00, -0.01], [-0.60, -0.76, 0.34], [0.54, 0.54, 0.56], [0.09, 0.14, -0.28], [0.00, 0.33, -0.10], [0.10, 0.03, -0.21], [0.05, 0.22, 0.14], [-0.24, 0.02, -0.11], [0.06, 0.01, -0.06], [-0.10, 0.16, -0.04], [0.11, -0.24, 0.19], [0.07, -0.48, 0.09], [0.09, -0.04, -0.02], [-0.05, 0.06, -0.10], [0.18, 0.00, -0.03], [0.06, 0.00, -0.03], [-0.06, 0.04, 0.05], [0.00, 0.11, -0.01], [-0.04, 0.09, 0.15], [-0.07, 0.18, -0.02], [0.03, -0.05, -0.07], [0.05, 0.00, 0.02], [0.14, 0.00, -0.10], [0.19, -0.04, 0.07], [0.06, 0.01, 0.22], [0.26, -0.06, -0.19], [0.46, 0.26, -0.10], [-0.13, 0.02, 0.07], [-0.16, -0.09, -0.16], [-0.09, -0.35, -0.26]],
  "nbo_charge": [-0.72, 0.54, -0.70, -0.59, -0.03, 0.26, -0.26, 0.71, -0.34, -0.34, -0.48, -0.87, 1.64, -1.11, -1.11, -0.41, -0.21, -0.20, -0.21, -0.21, -0.23, 0.16, 0.23, -0.24, -0.51, 0.53, -0.35, -0.30, 0.15, -0.34, -0.64, 0.12, 0.26, 0.22, 0.26, 0.25, 0.22, 0.27, 0.24, 0.22, 0.25, 0.23, 0.24, 0.24, 0.24, 0.24, 0.23, 0.24, 0.21, 0.21, 0.21, 0.21, 0.21, 0.26, 0.23, 0.23, 0.22, 0.23],
  "lumo_energy_ev": -0.418,
  "energy_ev": -60753.9428,
  "total_charge": 0,
  "homo_lumo_gap_ev": 8.804,
  "mol_weight_g_mol": 682.37,
  "homo_energy_ev": -9.22,
  "smiles": "CC(C)=N[C@](C#N)(C(F)(F)CC[Si](C)(C)c1ccccc1)[C@](C#N)(OC#N)[C@H](I)[C@@H](C)I"
}

---

No. 2
{
  "formula": "C22H26FMoN5SSi",
  "method": "the ωB97M-V functional and the def2-TZVPD basis",
  "elements": ["Mo", "C", "C", "C", "C", "C", "C", "H", "H", "H", "H", "H", "H", "N", "C", "S", "N", "N", "C", "C", "C", "C", "C", "C", "N", "H", "H", "H", "H", "H", "H", "H", "C", "Si", "C", "C", "N", "C", "C", "C", "C", "C", "C", "F", "H", "H", "H", "H", "H", "H", "H", "H", "H", "H", "H", "H", "H"],
  "xyz": [[0.7627, -0.5661, 0.1721], [0.6534, -2.8282, -0.6486], [-0.7366, -2.6410, -0.8087], [-1.2525, -2.2645, -2.0465], [-0.3996, -2.0471, -3.1215], [0.9789, -2.1522, -2.9604], [1.5062, -2.5358, -1.7352], [1.0131, -3.4635, 0.1477], [-1.4140, -2.9492, -0.0226], [-2.3237, -2.2049, -2.1881], [-0.8105, -1.8132, -4.0953], [1.6389, -1.9877, -3.8017], [2.5645, -2.7500, -1.6546], [2.9603, -3.5011, 2.6243], [2.6128, -2.4473, 1.8977], [1.0581, -1.6683, 2.2851], [3.3800, -1.9806, 0.9568], [2.8601, -0.8847, 0.3732], [3.6582, 0.0081, -0.1012], [3.0201, 1.2685, -0.3920], [3.6830, 2.3871, -0.8754], [3.0048, 3.5899, -0.9561], [1.6835, 3.6435, -0.5276], [1.0738, 2.4923, -0.0783], [1.7098, 1.3096, -0.0231], [2.3778, -3.8073, 3.3835], [3.8779, -3.9083, 2.5210], [4.7300, -0.1440, -0.1461], [4.7216, 2.3019, -1.1655], [3.4969, 4.4789, -1.3268], [1.1306, 4.5720, -0.5301], [0.0503, 2.5099, 0.2652], [-0.3115, 1.1490, 3.0908], [-1.7384, 0.3389, 2.1387], [-3.2222, 1.4112, 2.5665], [-2.2687, -1.4146, 2.5749], [-1.0332, 0.1975, 0.4227], [-1.7171, 0.7365, -0.6731], [-3.0590, 1.1570, -0.6587], [-3.6731, 1.6718, -1.7840], [-2.9798, 1.8010, -2.9817], [-1.6584, 1.3845, -3.0474], [-1.0883, 0.8599, -1.9166], [0.2283, 0.4493, -1.9962], [-0.1734, 0.6367, 4.0459], [-0.5624, 2.1856, 3.3250], [0.6469, 1.1414, 2.5759], [-3.2117, 1.5030, 3.6562], [-4.1766, 0.9547, 2.2984], [-3.1887, 2.4225, 2.1583], [-2.4768, -1.4450, 3.6481], [-1.5372, -2.1888, 2.3626], [-3.1996, -1.6751, 2.0662], [-3.6282, 1.0566, 0.2520], [-4.7078, 1.9811, -1.7274], [-3.4558, 2.2135, -3.8599], [-1.0775, 1.4552, -3.9579]],
  "forces_ev_per_angstrom": [[-1.27, -0.23, 0.21], [-0.19, -0.39, -0.53], [0.06, -0.35, -0.03], [-0.03, 0.10, -0.06], [-0.02, -0.06, 0.08], [0.03, 0.05, 0.06], [-0.02, -0.32, -0.21], [0.06, 0.26, 0.20], [0.04, 0.11, 0.09], [0.00, 0.03, 0.03], [-0.01, 0.01, 0.01], [0.00, 0.01, 0.01], [0.01, 0.10, 0.11], [0.12, -0.08, 0.01], [-0.66, 0.44, 0.01], [0.18, 0.02, -0.18], [0.70, -0.68, -0.12], [0.75, 0.46, -0.14], [0.00, -0.50, 0.11], [-0.25, 0.53, -0.12], [0.05, -0.35, 0.06], [-0.25, 0.09, 0.05], [0.21, 0.11, -0.07], [-0.04, -0.12, 0.06], [0.53, 0.92, 0.07], [0.00, -0.05, 0.04], [0.00, 0.03, -0.03], [0.02, 0.00, 0.09], [0.00, 0.02, 0.01], [0.03, -0.01, 0.01], [-0.01, -0.01, -0.01], [-0.03, -0.04, -0.01], [-0.25, -0.29, -0.05], [0.03, -0.12, 0.87], [0.06, -0.04, -0.57], [0.22, 0.32, 0.03], [-0.07, 0.06, -0.07], [-0.17, 0.13, -0.52], [0.05, -0.11, 0.17], [-0.07, 0.03, -0.04], [0.09, -0.05, 0.05], [0.05, 0.00, -0.12], [-0.15, 0.07, 0.03], [0.09, -0.19, 0.45], [0.05, 0.01, 0.00], [-0.09, -0.01, -0.08], [0.05, 0.00, 0.06], [0.13, -0.06, 0.01], [0.01, 0.03, 0.00], [0.01, 0.01, 0.03], [-0.02, -0.01, -0.01], [0.02, -0.04, 0.01], [-0.01, 0.11, -0.06], [-0.02, 0.03, -0.02], [0.01, -0.02, 0.02], [-0.03, 0.00, 0.02], [0.00, 0.01, 0.01]],
  "mulliken_spin": [2.15, 0.04, -0.04, 0.01, -0.02, 0.03, -0.02, 0.02, 0.01, 0.00, 0.00, 0.00, 0.00, 0.01, 0.04, -0.03, -0.01, -0.08, 0.09, 0.03, 0.01, 0.02, 0.00, 0.06, -0.02, 0.00, 0.00, 0.00, 0.00, 0.00, 0.00, 0.00, 0.01, 0.01, 0.00, 0.00, -0.23, -0.01, -0.03, 0.02, -0.05, 0.02, -0.02, 0.01, 0.00, 0.00, -0.01, 0.00, 0.00, 0.00, 0.00, 0.00, 0.00, 0.00, 0.00, 0.00, 0.00],
  "lumo_energy_ev": [-7.861, -7.738],
  "energy_ev": -53959.4885,
  "total_charge": 2,
  "homo_lumo_gap_ev": [6.452, 6.891],
  "mol_weight_g_mol": 535.58,
  "spin_multiplicity": 3,
  "homo_energy_ev": [-14.31, -14.63]
}

---

No. 3
{
  "formula": "C22H26N2O",
  "method": "the ωB97M-V functional and the def2-TZVPD basis",
  "elements": ["C", "C", "C", "C", "C", "O", "N", "H", "C", "H", "H", "C", "C", "C", "N", "C", "C", "C", "C", "C", "C", "H", "H", "H", "H", "H", "C", "C", "C", "C", "C", "C", "C", "H", "H", "H", "H", "H", "H", "H", "H", "H", "H", "H", "H", "H", "H", "H", "H", "H", "H"],
  "xyz": [[-1.7114, 3.4136, -1.3144], [-1.3158, 1.9471, -1.1956], [0.1858, 1.7415, -0.9961], [0.7198, 2.3317, 0.3149], [0.0350, 1.6780, 1.5012], [-0.9439, 2.1430, 2.0481], [0.6138, 0.5223, 1.8960], [1.4042, 0.1585, 1.3843], [0.0019, -0.3463, 2.8729], [-0.9790, 0.0851, 3.0835], [0.5884, -0.3453, 3.8003], [-0.1311, -1.7843, 2.3471], [-0.6104, -1.8100, 0.9322], [0.0958, -2.1936, -0.1767], [-0.6861, -2.0278, -1.2959], [-1.9081, -1.5421, -0.9281], [-3.0180, -1.2199, -1.6965], [-4.1268, -0.7331, -1.0384], [-4.1347, -0.5762, 0.3499], [-3.0386, -0.9002, 1.1168], [-1.8993, -1.3889, 0.4780], [-3.0599, -0.7749, 2.1882], [-5.0237, -0.1898, 0.8260], [-5.0077, -0.4672, -1.6038], [-3.0094, -1.3445, -2.7698], [-0.4082, -2.2583, -2.2345], [1.4998, -2.6988, -0.3081], [2.4629, -1.5418, -0.4141], [2.5798, -0.8318, -1.6029], [3.4219, 0.2619, -1.6934], [4.1605, 0.6640, -0.5934], [4.0587, -0.0403, 0.5939], [3.2136, -1.1344, 0.6823], [3.1503, -1.6860, 1.6100], [4.6368, 0.2617, 1.4548], [4.8170, 1.5182, -0.6630], [3.5021, 0.8017, -2.6252], [2.0115, -1.1401, -2.4690], [1.7517, -3.3138, 0.5572], [1.5731, -3.3217, -1.2033], [0.8365, -2.2853, 2.4117], [-0.8323, -2.3217, 2.9900], [1.7987, 2.1710, 0.3697], [0.5202, 3.4020, 0.3468], [0.7283, 2.1985, -1.8284], [0.3983, 0.6697, -1.0095], [-1.8565, 1.4982, -0.3619], [-1.6153, 1.4180, -2.1040], [-1.5796, 3.9217, -0.3637], [-2.7589, 3.4944, -1.5948], [-1.1117, 3.9167, -2.0713]],
  "forces_ev_per_angstrom": [[-0.01, -0.25, 0.06], [0.16, 0.10, -0.10], [-0.22, -0.03, 0.07], [-0.16, -0.04, -0.08], [0.58, 0.27, -0.26], [-0.47, 0.23, 0.11], [0.22, -0.39, 0.25], [-0.09, 0.20, -0.07], [-0.04, 0.01, 0.15], [0.12, -0.06, 0.06], [-0.17, 0.00, -0.03], [-0.02, 0.18, -0.19], [0.31, -0.33, -0.04], [-0.07, -0.19, 0.40], [0.20, -0.08, -0.34], [-0.37, 0.22, 0.38], [-0.03, -0.03, -0.09], [0.00, -0.02, -0.15], [-0.16, 0.07, 0.17], [0.02, -0.01, -0.06], [-0.01, -0.02, -0.48], [-0.01, 0.05, 0.13], [-0.06, 0.03, 0.05], [-0.06, 0.02, -0.06], [-0.03, 0.01, -0.11], [-0.04, 0.00, 0.10], [-0.10, 0.19, 0.04], [0.12, -0.07, -0.02], [0.09, -0.04, 0.03], [-0.01, 0.02, -0.07], [0.07, 0.07, 0.02], [0.04, 0.07, 0.06], [0.08, -0.12, -0.08], [-0.03, -0.07, 0.10], [0.05, 0.03, 0.07], [0.06, 0.07, -0.01], [0.00, 0.05, -0.08], [-0.08, -0.03, -0.09], [0.00, -0.03, -0.08], [0.03, -0.08, 0.08], [0.00, -0.09, 0.06], [0.09, -0.06, 0.07], [0.02, 0.03, 0.03], [0.04, 0.00, 0.11], [0.05, -0.05, -0.05], [0.05, -0.01, -0.05], [-0.09, -0.11, -0.02], [-0.03, -0.05, 0.04], [0.00, 0.14, 0.09], [-0.10, 0.10, -0.02], [0.05, 0.11, -0.09]],
  "nbo_charge": [-0.61, -0.40, -0.38, -0.50, 0.69, -0.64, -0.63, 0.41, -0.22, 0.23, 0.19, -0.43, -0.10, 0.18, -0.53, 0.12, -0.23, -0.22, -0.24, -0.20, -0.03, 0.21, 0.21, 0.21, 0.21, 0.41, -0.45, -0.01, -0.17, -0.21, -0.23, -0.19, -0.26, 0.22, 0.22, 0.22, 0.22, 0.20, 0.23, 0.22, 0.20, 0.22, 0.21, 0.23, 0.20, 0.21, 0.22, 0.20, 0.21, 0.21, 0.19],
  "lumo_energy_ev": 0.592,
  "energy_ev": -28265.4584,
  "total_charge": 0,
  "homo_lumo_gap_ev": 8.383,
  "mol_weight_g_mol": 334.46,
  "homo_energy_ev": -7.79,
  "smiles": "CCCCC(=O)NCCc1c(Cc2ccccc2)[nH]c2ccccc12"
}

---

> What is the formula in the third record?

C22H26N2O